(1)
91
Properties=species:S:1:pos:R:3:forces:R:3:lowdin_charge:R:1 method="wB97M-V/def2-TZVPD" spin_multiplicity=1 de_lowest_kj_mol=0.0 fmax_ev_per_a=0.10 energy_ev=-79959.053
Pb 1.23914 -2.14743 -0.62399 -0.014 -0.052 -0.007 1.4632
N 1.36413 -6.11010 -0.53631 0.023 0.016 0.002 0.0403
N 2.40382 -5.31677 -1.03839 -0.008 -0.003 0.019 -0.1086
C 2.40506 -4.73531 -2.24393 -0.012 -0.012 -0.029 -1.0177
N 3.53498 -4.04760 -2.53255 0.009 -0.022 -0.016 0.0891
S 1.11047 -4.83190 -3.31360 0.012 0.015 0.020 0.5390
H 0.77094 -5.51481 0.03769 -0.012 -0.002 -0.006 0.0684
H 0.81886 -6.41062 -1.34026 -0.007 -0.004 -0.004 0.0287
H 3.24743 -5.32480 -0.48719 0.006 -0.002 0.001 0.1353
H 4.11385 -3.71928 -1.77128 0.012 0.025 0.038 0.0767
H 3.53204 -3.52015 -3.38678 -0.010 0.013 -0.005 0.0823
C -2.24698 -1.19480 6.61103 0.001 0.001 0.003 -0.0202
C -0.97828 -0.46770 6.18331 0.000 -0.002 0.007 -0.3035
C -0.96598 1.01060 6.54527 0.000 -0.002 -0.002 -0.1301
C -2.06470 1.75483 5.80014 -0.009 -0.006 0.006 -0.1272
C -1.99649 1.46400 4.32376 -0.001 0.002 0.001 -0.1272
C -2.53432 2.33660 3.40640 0.007 -0.003 0.004 0.0579
C -2.44207 2.06802 2.04387 0.001 -0.015 -0.007 -0.2518
F -2.98599 2.95318 1.18762 0.009 0.002 -0.003 0.0694
C -1.80968 0.96062 1.56247 -0.006 0.003 -0.014 0.0785
C -1.24726 0.05783 2.47450 0.000 0.025 0.012 -0.0363
C -0.50558 -1.09600 1.95913 0.018 0.007 0.010 -0.2833
O -0.44426 -1.22980 0.70968 0.026 -0.033 -0.024 -0.1517
C 0.08977 -1.94641 2.93298 0.033 0.019 -0.013 -0.0334
C -0.10992 -1.65706 4.25656 0.003 -0.003 0.013 0.0288
N -0.78390 -0.60621 4.72781 -0.008 0.004 0.004 0.0258
C -1.35298 0.30253 3.84736 0.002 0.005 -0.012 -0.0751
C 1.06940 -3.07908 2.67814 -0.076 -0.052 0.031 -0.6092
O 1.47767 -3.70700 3.64503 0.000 -0.002 -0.006 0.0443
O 1.44416 -3.27300 1.46244 0.047 0.088 0.015 -0.2456
H -2.40215 -1.08141 7.68455 0.000 0.000 0.001 0.0898
H -2.17003 -2.25843 6.38557 0.000 -0.002 0.000 0.0872
H -3.12239 -0.80467 6.09105 -0.002 0.002 -0.001 0.0850
H -0.11584 -0.95179 6.64280 0.001 0.003 0.000 0.1482
H 0.00817 1.42810 6.27947 0.003 0.004 -0.001 0.1197
H -1.08747 1.11473 7.62379 -0.001 -0.002 -0.001 0.1235
H -1.97449 2.82959 5.96111 0.003 -0.001 0.000 0.1231
H -3.04489 1.46565 6.18910 -0.002 0.000 0.000 0.1207
H -3.02358 3.24599 3.73249 -0.002 0.002 -0.001 0.1343
H -1.72519 0.77157 0.50168 -0.019 -0.004 0.037 0.1176
H 0.34015 -2.31790 4.98771 -0.001 0.002 0.000 0.1499
N -3.50755 1.23301 -5.78282 0.002 0.011 -0.002 0.1669
C -4.28282 2.26844 -6.25931 -0.004 -0.006 -0.003 -0.1913
C -5.09645 2.39728 -7.38072 0.002 0.002 -0.001 -0.0238
C -5.73795 3.60875 -7.54074 -0.003 0.004 0.000 -0.0948
C -5.57685 4.65581 -6.61726 -0.001 -0.003 -0.004 -0.0939
C -4.76851 4.51924 -5.50866 0.002 0.001 0.001 -0.0148
C -4.10993 3.30239 -5.32993 0.002 0.002 0.002 -0.2245
N -3.24915 2.90058 -4.32449 -0.002 0.000 -0.004 0.1824
C -2.91545 1.67787 -4.62834 0.001 -0.015 0.007 -0.2776
C -2.00178 0.85258 -3.82779 0.000 0.000 0.000 -0.1254
C -1.74646 -0.48179 -4.12133 0.005 0.016 -0.007 0.0036
C -0.86586 -1.18819 -3.31948 0.039 0.000 -0.018 -0.1202
N -0.25134 -0.64085 -2.27563 -0.014 0.063 0.015 -0.0308
C -0.49382 0.64001 -1.99095 -0.018 -0.027 0.000 -0.1204
C -1.35843 1.42144 -2.73112 0.014 0.004 -0.006 0.0167
H -3.36828 0.34211 -6.22303 -0.002 -0.001 0.003 0.1498
H -5.22317 1.59330 -8.09374 -0.001 -0.001 -0.001 0.1077
H -6.38133 3.75721 -8.39785 -0.001 0.000 -0.001 0.1001
H -6.10085 5.58721 -6.78556 -0.001 0.001 0.000 0.0990
H -4.63950 5.32085 -4.79421 0.000 0.001 0.001 0.1116
H -2.21457 -0.98951 -4.95396 -0.006 -0.004 0.004 0.1074
H -0.63150 -2.22846 -3.52258 -0.013 -0.015 0.006 0.0833
H 0.03713 1.03433 -1.13119 0.006 0.006 -0.024 0.0923
H -1.54022 2.45642 -2.47963 0.001 0.006 0.003 0.1167
O 3.96767 -3.17163 0.37947 0.004 -0.009 -0.032 -0.0985
H 3.25475 -3.33521 1.03139 -0.004 -0.002 -0.008 0.0065
H 4.32977 -2.30335 0.59113 0.014 -0.006 -0.007 0.0437
C 5.62210 0.48916 -2.70657 0.005 0.004 0.008 -0.1169
C 4.46640 -0.12733 -3.16616 -0.008 -0.003 0.004 -0.1053
C 3.38367 -0.32666 -2.32510 0.010 -0.016 -0.026 -0.0867
C 3.42673 0.06121 -0.97301 0.010 -0.030 0.020 -0.3375
C 4.59765 0.70044 -0.52715 -0.008 0.000 0.011 -0.0332
C 5.66637 0.90905 -1.38356 0.007 -0.002 -0.011 -0.0969
N 2.36312 -0.23221 -0.13444 -0.034 0.025 -0.046 -0.1339
C 2.24418 0.50524 1.06071 -0.011 -0.013 0.030 -0.3279
C 2.53356 -0.05969 2.30127 0.021 0.009 0.030 -0.0331
C 2.35835 0.66368 3.47575 -0.010 -0.023 -0.003 -0.0835
C 1.89441 1.96867 3.43301 -0.014 0.016 -0.009 -0.1037
C 1.62049 2.55294 2.19982 -0.003 -0.001 0.025 -0.0822
C 1.79879 1.83272 1.03177 0.006 -0.037 -0.022 -0.0305
H 6.46215 0.65275 -3.36764 0.001 0.000 0.000 0.0933
H 4.39310 -0.43619 -4.20253 0.002 0.002 -0.002 0.1005
H 2.47150 -0.74981 -2.73361 -0.013 0.002 0.008 0.0640
H 4.66235 1.02926 0.50260 0.000 0.002 -0.002 0.1077
H 6.55308 1.40326 -1.00491 0.001 0.001 -0.001 0.1003
H 2.89613 -1.08071 2.34486 -0.005 0.019 -0.010 0.1097
H 2.59401 0.19742 4.42574 0.001 0.003 0.001 0.1076
H 1.76195 2.53617 4.34606 0.001 -0.002 0.003 0.0944
H 1.26625 3.57544 2.15125 0.000 0.001 -0.002 0.1034
H 1.60050 2.29156 0.06995 -0.004 0.001 -0.005 0.1131

---

(2)
97
Properties=species:S:1:pos:R:3:forces:R:3:lowdin_charge:R:1 method="wB97M-V/def2-TZVPD" spin_multiplicity=2 de_lowest_kj_mol=273.7 s2=0.90 charge=+1 fmax_ev_per_a=2.59 energy_ev=-95711.843
Ir 0.89519 -0.92852 -0.71308 0.141 0.803 -2.463 1.4267
N 0.71056 2.45314 -3.64395 -0.138 -0.068 0.087 0.1076
C 0.76071 1.21111 -3.11216 1.325 -0.140 -0.354 -0.8057
S -0.64989 0.52990 -2.45955 0.136 -0.782 0.803 0.9345
N 1.91230 0.57493 -3.16584 -0.865 1.004 -0.376 0.0049
N 1.97853 -0.57448 -2.47325 0.811 -0.173 0.400 -0.1487
C 3.02761 -1.27930 -2.86239 -0.604 0.319 0.041 -0.0484
C 3.37291 -2.57135 -2.45503 0.172 -0.403 0.220 -0.1562
C 4.52707 -3.18378 -3.01754 -0.234 0.291 0.039 -0.0352
C 4.88833 -4.44391 -2.65971 -0.130 -0.328 0.221 -0.0659
C 4.10062 -5.14805 -1.71225 0.241 0.051 -0.190 -0.0383
C 2.97683 -4.59532 -1.17020 -0.259 0.094 -0.025 -0.0008
C 2.57568 -3.28677 -1.53284 0.488 -0.197 -0.488 -0.3369
O 1.46604 -2.81932 -1.05880 -0.576 0.306 1.388 -0.2206
H -0.17378 2.91700 -3.73646 0.019 0.052 -0.061 0.0947
H 1.51255 2.80423 -4.14023 0.000 -0.003 0.059 0.1146
H 3.64586 -0.79606 -3.61173 -0.091 0.041 -0.042 0.1448
H 5.11682 -2.62266 -3.73317 -0.032 0.009 0.009 0.1254
H 5.76035 -4.91106 -3.09515 0.012 -0.003 0.044 0.1122
H 4.39853 -6.14500 -1.41370 -0.009 -0.007 -0.024 0.1152
H 2.35786 -5.13190 -0.46341 0.033 -0.019 -0.008 0.1241
C -4.41945 -2.13289 -2.72059 0.043 0.090 0.041 -0.0493
N -2.98456 -2.28490 -2.46680 -0.039 -0.056 -0.091 -0.0898
C -2.29961 -2.07621 -1.34637 -0.088 0.083 -0.012 -0.1750
N -1.00484 -2.21604 -1.57595 -0.203 -0.026 -0.063 -0.0562
C -0.95934 -2.53773 -2.89829 0.040 -0.164 -0.019 -0.2394
N -2.13317 -2.58969 -3.47495 0.034 0.031 0.148 0.1452
C -4.86563 -0.68805 -2.66717 0.035 0.007 -0.023 -0.1879
C -5.54744 -0.11433 -3.73113 0.006 0.011 -0.014 -0.0205
C -5.96553 1.21162 -3.66564 0.007 0.005 0.006 -0.0468
C -5.69123 1.98204 -2.54881 -0.019 -0.015 0.000 -0.0029
C -5.00071 1.41016 -1.48312 0.022 0.071 0.030 -0.1248
C -4.60646 0.08340 -1.54290 -0.013 -0.062 0.056 0.0226
C -4.65709 2.20119 -0.30184 -0.018 -0.061 -0.039 -0.2881
N -4.83138 3.45777 -0.09046 0.095 0.062 0.203 0.1415
N -4.28403 3.71780 1.16681 -0.080 -0.015 -0.234 0.1228
C -3.82607 2.59513 1.59942 -0.034 -0.112 0.083 -0.3234
O -4.03621 1.58164 0.73145 -0.212 0.015 0.089 0.1080
C -3.09733 2.33880 2.84198 -0.026 -0.019 -0.027 -0.1362
C -3.03519 3.33060 3.81542 -0.037 -0.011 0.019 -0.0109
C -2.32033 3.09894 4.97838 0.004 0.024 0.017 -0.0466
C -1.64938 1.89761 5.16160 0.031 0.042 0.005 -0.0258
C -1.69749 0.91037 4.18491 -0.025 -0.006 -0.026 -0.1842
C -0.94609 -0.38707 4.40901 -0.051 0.040 -0.030 -0.0504
N -0.62153 -1.04627 3.14968 -0.054 0.025 0.076 -0.1025
C 0.23995 -0.62451 2.23700 -0.021 -0.066 0.014 -0.0993
N 0.08270 -1.35355 1.13612 -0.268 0.066 0.146 -0.0669
C -0.90267 -2.23943 1.46404 0.057 -0.154 -0.044 -0.1812
N -1.36838 -2.06835 2.67154 0.171 0.074 0.031 0.1589
C -2.43604 1.12929 3.02947 0.010 -0.049 -0.001 0.0342
H -4.96489 -2.73301 -1.99195 0.036 -0.034 0.017 0.1392
H -4.58368 -2.55318 -3.70799 -0.034 -0.042 -0.007 0.1281
H -2.75705 -1.85207 -0.39795 0.024 0.082 -0.041 0.1277
H -0.04054 -2.73874 -3.42453 -0.019 0.045 -0.008 0.1198
H -5.75530 -0.70181 -4.61780 0.004 0.017 0.013 0.1186
H -6.50228 1.64516 -4.49901 0.005 -0.007 0.013 0.1129
H -6.00817 3.01450 -2.48340 0.023 -0.009 -0.031 0.1215
H -4.09546 -0.33065 -0.68552 -0.003 0.021 -0.028 0.1047
H -3.54975 4.26812 3.64839 0.005 -0.021 0.025 0.1228
H -2.27848 3.86082 5.74588 0.014 -0.014 -0.022 0.1135
H -1.07658 1.73403 6.06790 -0.013 0.006 -0.022 0.1203
H -1.53597 -1.09776 4.98486 0.008 -0.041 -0.014 0.1406
H -0.01594 -0.19824 4.94335 0.006 -0.021 0.023 0.1372
H 0.96061 0.16308 2.39117 0.007 0.049 -0.058 0.1303
H -1.23237 -3.02652 0.81009 0.029 0.021 -0.014 0.1150
H -2.49481 0.37557 2.25386 0.015 0.027 0.008 0.1168
O -1.43150 1.50486 -0.02770 0.152 -0.278 0.060 -0.0144
C -0.29199 1.86389 0.18610 -0.145 -0.231 0.586 -0.5410
N 0.85274 1.09282 -0.00039 -0.418 -0.132 0.168 -0.2401
S 2.20232 1.91265 0.53618 0.415 0.028 -0.328 0.6501
O 3.04634 2.23598 -0.57502 0.120 -0.170 0.056 -0.2679
O 2.78868 1.23651 1.66519 -0.135 -0.207 0.050 -0.2968
C 1.34993 3.33022 1.09743 -0.079 0.017 -0.016 -0.2221
C 1.86346 4.44293 1.73356 0.053 -0.015 0.002 -0.0154
C 0.95893 5.44444 2.06313 -0.012 -0.008 -0.011 -0.0432
C -0.39234 5.32674 1.73983 -0.012 -0.030 -0.001 -0.0331
C -0.88343 4.19290 1.10502 -0.037 0.099 -0.046 0.0177
C 0.01523 3.18545 0.80344 0.095 0.000 -0.177 -0.1239
H 2.91676 4.52987 1.96506 -0.021 0.001 -0.007 0.1285
H 1.31168 6.33081 2.57394 -0.007 0.003 -0.030 0.1147
H -1.07273 6.13128 1.98840 0.020 -0.014 0.003 0.1172
H -1.93005 4.10314 0.84320 0.098 0.036 0.032 0.1037
C 2.85762 -3.16186 1.96654 0.051 0.036 -0.016 -0.0550
C 3.61739 -1.86564 1.75633 -0.024 -0.093 -0.242 -0.2394
O 3.51282 -1.43125 0.38801 0.249 0.110 0.345 -0.2333
C 4.65860 -0.64466 0.00542 -0.063 -0.268 -0.071 -0.2521
C 5.89676 -1.50278 -0.19746 -0.023 -0.029 -0.035 -0.0457
H 2.62857 -3.29288 3.02583 0.027 -0.024 -0.015 0.0852
H 3.44314 -4.01909 1.63546 -0.012 0.012 -0.011 0.0761
H 1.92522 -3.15935 1.40619 -0.056 0.010 0.033 0.0417
H 4.67065 -2.02182 1.99218 -0.005 0.028 0.073 0.1141
H 3.25488 -1.06978 2.40453 -0.095 0.150 0.048 0.0982
H 4.83459 0.12826 0.74988 -0.035 0.119 0.079 0.1111
H 4.38334 -0.14515 -0.92059 -0.055 0.048 -0.034 0.0974
H 6.36250 -1.79278 0.74405 0.015 0.006 -0.013 0.0737
H 6.63713 -0.94522 -0.77392 0.008 0.000 0.042 0.0884
H 5.64726 -2.40990 -0.74958 0.018 0.039 0.002 0.0638